1.
The following is a quantum chemistry calculation of a 2-piece molecular cluster, C5H10O3 overall, from the Open Molecules 2025 dataset.

```
18
Properties=species:S:1:pos:R:3:forces:R:3
C 0.97283 -1.62540 -1.13153 -0.3028 -1.9377 -1.5118
C 1.20175 -0.54564 -0.38544 0.6394 -1.6745 -0.5556
C -0.04133 0.10084 0.10734 1.2155 2.4483 -0.4666
C 0.16756 0.91047 1.38925 -1.5822 2.8973 -0.8505
C 0.82716 0.01942 2.37317 -0.5839 -3.6096 4.7410
O 0.28633 -0.93456 2.97576 0.7317 2.7469 -2.0874
O 2.15647 0.23380 2.64938 -0.6087 2.0439 -2.9208
H -0.06134 -2.04829 -1.46302 1.5510 1.3239 1.0717
H 1.72163 -2.30925 -1.58392 -0.0165 0.9096 0.5375
H 2.25950 -0.23825 -0.10177 -1.6378 -0.2207 -0.3871
H -0.77141 -0.61963 0.38352 -0.6743 -0.7158 -0.2852
H -0.38364 0.78200 -0.71504 -0.1961 -0.5002 0.8489
H -0.93918 1.29446 1.53980 2.1818 -1.1650 1.0642
H 0.71114 1.90954 1.30654 -0.1716 -1.5907 -0.2938
H 2.55417 0.07089 3.48911 -0.5474 -0.9531 1.0954
O -3.78821 0.79223 -3.61435 -2.4519 -2.9969 3.6730
H -3.55831 1.16785 -4.38600 1.7927 2.3865 -3.5829
H -3.31512 1.03952 -2.83279 0.6610 0.6080 -0.0898
```
Positions in Å, forces in eV/Å.

The calculation puts the HOMO energy at -9.803 eV. The value obtained for the gap between HOMO and LUMO is 10.29 eV. The max |F| is 5.99 eV/Å. Its LUMO energy is 0.0179 Ha. The calculation puts the energy above the lowest of the compared OMol25 structures with the same formula, charge and spin at 244.9 kJ/mol.

2.
The following is a quantum chemistry calculation of a 2-piece molecular cluster, C5H10O3 overall, from the Open Molecules 2025 dataset.

```
18
Properties=species:S:1:pos:R:3:forces:R:3
O -1.78008 1.09459 1.53036 0.6077 0.8441 -0.3423
C -0.70287 0.66390 1.18428 -0.7816 0.0940 0.6272
C -0.44642 -0.01355 -0.12452 -0.1823 -0.0364 -0.9728
C 0.46157 0.89246 -0.96679 1.4040 -0.7620 0.0593
C 1.32132 0.17128 -2.04103 -1.0872 -0.8836 1.4988
C 2.25271 -0.81906 -1.34474 0.6240 1.1257 0.4040
O 2.46164 -0.71712 -0.15992 0.0675 -0.5509 -0.1061
H 0.13246 0.76716 1.91336 0.1609 -0.1781 -0.5339
H -0.06572 -1.02593 0.04357 0.3256 0.3137 0.1558
H -1.34954 -0.15134 -0.73589 -0.1841 0.1002 0.6804
H -0.16034 1.65042 -1.43568 0.2369 0.2799 0.0869
H 1.26076 1.30644 -0.33344 -0.6736 0.4925 0.0856
H 0.67536 -0.40170 -2.70939 0.3261 0.4124 -0.6600
H 1.94807 0.95383 -2.44636 0.1086 -0.1487 -0.9776
H 2.87222 -1.52389 -1.93595 -0.4310 -0.0386 -0.1510
O -2.70525 -1.15952 1.63189 -0.7802 -0.8697 -0.1626
H -3.20095 -0.64810 0.97765 0.1948 -0.1929 0.0890
H -2.69360 -0.55216 2.37260 0.0639 -0.0015 0.2195
```
Positions in Å, forces in eV/Å.

The calculation puts the HOMO energy at -9.838 eV. The value obtained for the gap between HOMO and LUMO is 10.62 eV. The max |F| is 2.05 eV/Å. Its LUMO energy is 0.0288 Ha. The calculation puts the energy above the lowest of the compared OMol25 structures with the same formula, charge and spin at 179.9 kJ/mol.

3.
The following is a quantum chemistry calculation of C5H10O3 as an isolated structure, from the Open Molecules 2025 dataset.

```
18
Properties=species:S:1:pos:R:3:forces:R:3
C -0.03945 1.91020 0.39128 -6.4831 -6.2843 0.4029
C 0.23724 0.50441 -0.24239 -2.2859 2.2030 1.0750
C -0.64827 0.44936 -1.53178 4.7954 -6.1835 1.7636
C -0.08682 -0.60095 0.76286 -4.2769 -2.3611 -3.0482
C 0.38195 -2.06408 0.38767 1.2031 2.8744 -2.3032
H -1.07045 2.09192 0.98461 1.1758 -1.1855 -2.0502
H 0.01472 2.58978 -0.27840 -0.2417 4.3614 -5.4056
H 0.37867 2.39403 1.08124 5.4327 2.1902 6.1237
H 1.23455 0.48256 -0.33639 4.0449 -0.1562 -0.9214
H -0.58250 0.93719 -2.37752 1.1712 4.2003 -3.4364
H -1.42510 0.69981 -0.96323 -4.9566 -0.3836 0.7375
H -0.34134 -0.58492 -2.10967 -2.3002 1.3850 1.8640
H -1.33380 -0.74534 0.73380 2.5705 0.4252 0.1801
H 0.54393 -1.38824 2.58183 -0.8995 4.6114 -3.0740
H 0.99116 -1.18341 -1.38402 -0.2012 -5.0481 2.6840
O 0.38110 -0.30005 1.95190 1.8393 -3.7312 5.7163
O 0.96039 -2.25404 -0.81953 -0.1555 4.8020 -2.4848
O 0.40401 -2.93824 1.16777 -0.4325 -1.7191 2.1766
```
Positions in Å, forces in eV/Å.

The calculation puts the HOMO energy at -9.899 eV. The value obtained for the gap between HOMO and LUMO is 10.32 eV. The max |F| is 9.04 eV/Å. Its LUMO energy is 0.0154 Ha. The calculation puts the energy above the lowest of the compared OMol25 structures with the same formula, charge and spin at 639.8 kJ/mol.

4.
The following is a quantum chemistry calculation of one molecule with the formula C5H10O5, from the Open Molecules 2025 dataset.

```
20
Properties=species:S:1:pos:R:3:forces:R:3
C 0.41115 -2.36706 0.13940 -0.0968 0.0398 0.1928
O 1.58132 -1.58681 0.20128 0.1005 0.0574 -0.0622
C 1.51965 -0.38416 -0.54866 0.1163 -0.1470 0.1582
C 1.60168 0.82806 0.38194 -0.3868 0.0405 -0.4556
C 0.35201 1.70178 0.43077 0.5204 -0.3131 0.4116
O -0.83793 0.88933 0.40012 -0.4898 0.1353 -0.5377
C -1.88129 1.46875 -0.19152 -0.0585 0.8733 -0.1790
O -1.99729 2.62620 -0.53908 0.1290 -1.5871 0.4648
O -2.92566 0.61742 -0.40895 0.0882 0.2517 0.0110
O -2.60073 -0.74675 -0.10588 0.5321 0.1491 0.1030
H 0.55439 -3.20562 0.81037 0.0734 -0.2048 0.0299
H -0.46217 -1.81113 0.47578 -0.1060 0.1292 -0.0008
H 0.22521 -2.73561 -0.86911 -0.0117 -0.0906 -0.1794
H 0.61650 -0.36396 -1.15368 -0.1936 0.0323 -0.0817
H 2.36147 -0.38460 -1.23547 0.1886 -0.0128 -0.0878
H 1.87557 0.47045 1.36560 0.0723 -0.0801 0.2029
H 2.38365 1.48763 0.01696 0.2683 0.1124 0.1860
H 0.35763 2.39197 -0.39973 -0.3037 0.1731 -0.1644
H 0.34341 2.24223 1.36987 -0.0925 0.3616 0.0283
H -3.47857 -1.13812 -0.13999 -0.3498 0.0799 -0.0401
```
Positions in Å, forces in eV/Å.

The calculation puts the HOMO energy at -9.710 eV. The value obtained for the gap between HOMO and LUMO is 10.27 eV. The max |F| is 1.66 eV/Å. Its LUMO energy is 0.0206 Ha. The calculation puts the energy above the lowest of the compared OMol25 structures with the same formula, charge and spin at 376.3 kJ/mol.

5.
The following is a quantum chemistry calculation of C5H10O5S as an isolated structure, from the Open Molecules 2025 dataset.

```
21
Properties=species:S:1:pos:R:3:forces:R:3
C -0.16288 -1.16950 0.58632 -2.7897 1.7227 -3.3061
C 1.02669 -0.64798 -0.13718 0.3820 0.8135 0.7521
C -0.64068 0.88242 -0.93770 -0.7568 0.0580 -1.9075
C -1.59925 -0.19542 -0.29156 4.0273 0.5959 1.5979
C 2.00063 0.14495 0.74717 -0.0713 -1.3237 1.0322
O 0.66616 0.28559 -1.18807 -1.9862 -0.0745 -0.7302
O -0.52851 -2.51607 0.44976 1.7194 1.0387 -0.1880
O -0.47457 1.94565 -0.06612 0.0377 0.1993 1.0417
O -2.28676 -1.03155 -1.09248 -2.2496 0.8273 1.4284
O 3.06417 0.73494 0.05975 0.6207 -0.5270 1.6937
S -2.76584 0.59720 0.82804 0.1599 0.0543 0.2162
H -0.22504 -0.75310 1.52924 -0.2388 0.2784 2.4071
H 1.53718 -1.48888 -0.49297 0.8320 -1.1094 -1.5167
H -1.18211 1.38105 -1.88385 1.6933 -1.8008 1.2562
H 2.46954 -0.42748 1.55960 -0.0784 -0.6178 -0.5249
H 1.35988 0.76472 1.33237 -0.3288 1.6494 0.1360
H -1.34395 -2.43539 0.90749 -1.6067 -1.0420 0.6103
H 0.08272 2.62088 -0.44601 0.2808 0.1416 -0.3419
H -1.82253 -1.42817 -1.77672 1.8744 -1.0781 -1.8218
H 2.75742 1.07718 -0.74325 -0.8663 0.8465 -1.9126
H -1.93230 1.65896 1.05616 -0.6549 -0.6522 0.0780
```
Positions in Å, forces in eV/Å.

The calculation puts the HOMO energy at -8.576 eV. The value obtained for the gap between HOMO and LUMO is 9.04 eV. The max |F| is 4.66 eV/Å. Its LUMO energy is 0.0171 Ha. The calculation puts the energy above the lowest of the compared OMol25 structures with the same formula, charge and spin at 0.0 kJ/mol.

6.
The following is a quantum chemistry calculation of C5H10OS2 as an isolated structure, from the Open Molecules 2025 dataset.

```
18
Properties=species:S:1:pos:R:3:forces:R:3
C 0.78680 -1.81739 -0.14769 2.0252 0.2841 0.6863
C 1.26950 -0.46371 0.62839 -2.3851 1.2749 -2.5927
C -0.00428 0.23918 1.14705 -1.1591 -5.9858 1.7731
C -1.09365 0.73736 0.28801 -0.9746 2.2443 1.4144
C -0.42002 1.89801 -0.48547 -2.2680 3.3147 -0.7192
H 0.06892 -2.40511 0.64274 1.8846 0.8010 -2.5059
H 1.86848 -2.21982 -0.42286 -2.5300 -0.3849 0.6734
H 0.32909 -1.48220 -1.27821 0.1797 -1.4519 3.6532
H 2.05390 -0.45283 1.46058 -0.8281 -0.5703 -1.6982
H 1.22126 -0.78951 -1.77227 1.5006 3.9459 1.0847
H 0.27527 0.88273 1.94690 -0.4475 0.6928 0.6137
H -0.76168 -0.70514 1.48970 2.5833 1.8083 0.9193
H -1.84960 0.99178 1.22771 1.6521 0.7344 -2.9144
H -2.69322 0.47985 -1.68816 1.4833 -2.1404 2.5974
H -0.52442 2.00731 -1.62887 -0.0040 -0.7249 1.3075
O -0.14975 2.93889 0.12714 0.1254 -1.8112 -0.5037
S 1.65442 0.66605 -0.92532 0.5253 -4.0318 -0.6312
S -2.03102 -0.50545 -0.60938 -1.3631 2.0008 -3.1578
```
Positions in Å, forces in eV/Å.

The calculation puts the HOMO energy at -8.960 eV. The value obtained for the gap between HOMO and LUMO is 8.85 eV. The max |F| is 6.35 eV/Å. Its LUMO energy is -0.0039 Ha. The calculation puts the energy above the lowest of the compared OMol25 structures with the same formula, charge and spin at 618.9 kJ/mol.

7.
The following is a quantum chemistry calculation of one molecule with the formula C5H10S, from the Open Molecules 2025 dataset.

```
16
Properties=species:S:1:pos:R:3:forces:R:3
C -0.09526 1.26131 -1.52822 -1.4770 0.8456 -1.5096
C 0.00038 -0.08849 -0.60216 -1.2546 3.4939 2.7588
C -1.41314 -0.63209 -0.03700 1.1285 -2.7740 -0.9188
C 0.91505 0.32336 0.65737 0.1334 -1.4626 1.6584
C 0.98392 -0.86847 1.69096 5.0029 1.0114 -0.4982
S 2.23418 -1.65422 2.51529 -1.5347 1.6328 -1.8792
H -0.34395 2.25939 -0.93245 0.5776 -2.4169 -0.8747
H -0.85014 1.33241 -2.49772 1.1728 -0.9207 2.7840
H 0.81259 1.46957 -2.13183 0.0752 -0.3045 0.9992
H 0.43352 -0.98211 -0.99913 0.4014 -0.0861 -1.0106
H -2.22061 -0.11579 0.61335 1.7831 -0.2664 -1.4171
H -1.75487 -1.00467 -1.05367 -0.8766 0.4149 1.4926
H -1.10121 -1.66177 0.51785 -1.0563 2.3917 -1.1682
H 2.05624 0.45127 0.35831 -2.5571 0.8716 0.7106
H 0.23099 1.09273 1.38646 2.4806 -1.2938 -2.3202
H 0.11231 -1.18244 2.04260 -3.9993 -1.1369 1.1931
```
Positions in Å, forces in eV/Å.

The calculation puts the HOMO energy at -8.606 eV. The value obtained for the gap between HOMO and LUMO is 8.35 eV. The max |F| is 5.13 eV/Å. Its LUMO energy is -0.0096 Ha. The calculation puts the energy above the lowest of the compared OMol25 structures with the same formula, charge and spin at 360.3 kJ/mol.